[1]
The following is a DFT calculation (the ωB97M-V functional and the def2-TZVPD basis) of a cluster of 3 separate species, C18H23IN4 in total.

The SMILES is C=CC[C@](C#N)(CC#N)[C@H](I)CC.c1cc[nH]c1.c1cc[nH]c1. The LUMO energy comes out at -0.0564 Eh.

Last columns: bonded neighbours and bond lengths (Å).
CARTESIAN COORDINATES (ANGSTROEM)
1 C 2.231 -2.330 2.196  C2 1.518, H14 1.179, H15 1.172
2 C 1.034 -2.850 1.419  C1 1.518, C3 1.647, H16 1.173
3 C -0.247 -1.820 1.325  C2 1.647, C4 1.641, H17 1.171, H18 1.193
4 C -0.771 -1.517 -0.200  C3 1.641, C5 1.672, C7 1.639, C10 1.639
5 C -1.604 -2.888 -0.674  C4 1.672, N6 1.317
6 N -2.219 -3.969 -1.107  C5 1.317
7 C 0.417 -1.312 -1.311  C4 1.639, C8 1.640, H19 1.193, H20 1.186
8 C 1.673 -0.376 -0.823  C7 1.640, N9 1.310
9 N 2.572 0.350 -0.205  C8 1.310
10 C -1.885 -0.317 -0.139  C4 1.639, I11 2.215, C12 1.639, H21 1.194
11 I -3.797 -0.812 -1.142  C10 2.215
12 C -1.362 1.149 -0.653  C10 1.639, C13 1.667, H22 1.175, H23 1.194
13 C -0.463 1.932 0.513  C12 1.667, H24 1.170, H25 1.178, H26 1.170
14 H 2.212 -2.485 3.364  C1 1.179
15 H 3.164 -1.845 1.679  C1 1.172
16 H 1.075 -3.936 0.977  C2 1.173
17 H -0.010 -0.871 1.967  C3 1.171
18 H -1.149 -2.371 1.879  C3 1.193
19 H 0.796 -2.401 -1.616  C7 1.193
20 H -0.059 -0.862 -2.300  C7 1.186
21 H -2.173 -0.181 1.012  C10 1.194
22 H -0.834 1.150 -1.703  C12 1.175
23 H -2.340 1.820 -0.789  C12 1.194
24 H -0.091 1.223 1.367  C13 1.170
25 H -1.170 2.729 1.014  C13 1.178
26 H 0.475 2.479 0.077  C13 1.170
27 N -5.888 1.870 -2.773  C28 1.371, C31 1.371, H32 1.012
28 C -5.404 2.735 -3.720  N27 1.371, C29 1.377, H33 1.082
29 C -6.418 3.602 -4.062  C28 1.377, C30 1.415, H34 1.082
30 C -7.551 3.251 -3.290  C29 1.415, C31 1.377, H35 1.082
31 C -7.195 2.180 -2.501  N27 1.371, C30 1.377, H36 1.082
32 H -5.362 1.121 -2.342  N27 1.012
33 H -4.383 2.660 -4.069  C28 1.082
34 H -6.349 4.402 -4.788  C29 1.082
35 H -8.523 3.728 -3.308  C30 1.082
36 H -7.758 1.613 -1.772  C31 1.082
37 N 5.905 -0.312 2.320  C38 1.371, C41 1.371, H42 1.012
38 C 6.881 0.460 2.894  N37 1.371, C39 1.377, H43 1.082
39 C 7.967 -0.347 3.149  C38 1.377, C40 1.415, H44 1.082
40 C 7.636 -1.651 2.709  C39 1.415, C41 1.377, H45 1.082
41 C 6.358 -1.600 2.199  N37 1.371, C40 1.377, H46 1.082
42 H 4.993 0.016 2.031  N37 1.012
43 H 6.719 1.515 3.072  C38 1.082
44 H 8.898 -0.031 3.603  C39 1.082
45 H 8.263 -2.532 2.758  C40 1.082
46 H 5.734 -2.368 1.762  C41 1.082

=====

[2]
The following is a DFT calculation (the ωB97M-V functional and the def2-TZVPD basis) of the molecule C18H23N3O2.

The SMILES is COc1cccc(CNC(=O)Cn2cc3c(n2)CCCCC3)c1. The LUMO energy comes out at 0.0292 Eh.

Last columns: bonded neighbours and bond lengths (Å).
CARTESIAN COORDINATES (ANGSTROEM)
1 C 0.058 -0.918 2.980  H2 1.094, O3 1.408, H45 1.095, H46 1.089
2 H 1.021 -1.191 3.423  C1 1.094
3 O -0.353 -1.858 2.016  C1 1.408, C4 1.361
4 C 0.419 -2.031 0.909  O3 1.361, C5 1.387, C9 1.397
5 C 1.606 -1.360 0.659  C4 1.387, C6 1.391, H44 1.079
6 C 2.313 -1.592 -0.516  C5 1.391, C7 1.384, C13 1.508
7 C 1.836 -2.504 -1.440  C6 1.384, C8 1.387, H12 1.080
8 C 0.656 -3.187 -1.187  C7 1.387, C9 1.378, H11 1.080
9 C -0.054 -2.952 -0.029  C4 1.397, C8 1.378, H10 1.079
10 H -0.980 -3.467 0.178  C9 1.079
11 H 0.282 -3.901 -1.906  C8 1.080
12 H 2.380 -2.682 -2.355  C7 1.080
13 C 3.534 -0.750 -0.789  C6 1.508, N14 1.451, H42 1.093, H43 1.093
14 N 3.119 0.635 -0.906  C13 1.451, C15 1.345, H41 1.020
15 C 3.248 1.506 0.110  N14 1.345, O16 1.212, C17 1.544
16 O 3.996 1.384 1.056  C15 1.212
17 C 2.313 2.724 -0.059  C15 1.544, N18 1.437, H39 1.090, H40 1.094
18 N 0.953 2.262 -0.118  C17 1.437, C19 1.349, N22 1.336
19 C -0.009 2.363 0.822  N18 1.349, C20 1.380, H38 1.072
20 C -1.100 1.648 0.374  C19 1.380, C21 1.409, C29 1.493
21 C -0.687 1.116 -0.864  C20 1.409, N22 1.325, C23 1.489
22 N 0.549 1.504 -1.141  N18 1.336, C21 1.325
23 C -1.463 0.254 -1.797  C21 1.489, H24 1.094, C25 1.529, H37 1.092
24 H -1.318 -0.799 -1.533  C23 1.094
25 C -2.951 0.605 -1.764  C23 1.529, C26 1.531, H35 1.092, H36 1.092
26 C -3.704 -0.029 -0.592  C25 1.531, C27 1.531, H33 1.093, H34 1.093
27 C -2.998 0.071 0.762  C26 1.531, H28 1.090, C29 1.530, H32 1.093
28 H -2.194 -0.664 0.816  C27 1.090
29 C -2.416 1.456 1.052  C20 1.493, C27 1.530, H30 1.093, H31 1.095
30 H -2.274 1.580 2.129  C29 1.093
31 H -3.123 2.227 0.729  C29 1.095
32 H -3.721 -0.185 1.541  C27 1.093
33 H -3.871 -1.087 -0.807  C26 1.093
34 H -4.684 0.449 -0.522  C26 1.093
35 H -3.422 0.271 -2.691  C25 1.092
36 H -3.050 1.692 -1.725  C25 1.092
37 H -1.059 0.396 -2.802  C23 1.092
38 H 0.138 2.931 1.719  C19 1.072
39 H 2.435 3.396 0.791  C17 1.090
40 H 2.565 3.246 -0.987  C17 1.094
41 H 2.319 0.795 -1.520  N14 1.020
42 H 4.023 -1.060 -1.716  C13 1.093
43 H 4.250 -0.805 0.036  C13 1.093
44 H 2.000 -0.644 1.364  C5 1.079
45 H 0.126 0.088 2.553  C1 1.095
46 H -0.711 -0.933 3.751  C1 1.089

=====

[3]
The following is a DFT calculation (the ωB97M-V functional and the def2-TZVPD basis) of the molecule C18H23N3O2S.

The SMILES is COc1ccc(/N=c2\scc(C)n2CCCN2CCCC2=O)cc1. The LUMO energy comes out at 0.0242 Eh.

Last columns: bonded neighbours and bond lengths (Å).
CARTESIAN COORDINATES (ANGSTROEM)
1 C 6.498 1.140 0.845  H2 1.095, O3 1.405, H46 1.089, H47 1.095
2 H 6.281 0.893 1.889  C1 1.095
3 O 6.029 0.147 -0.031  C1 1.405, C4 1.368
4 C 4.689 -0.126 -0.045  O3 1.368, C5 1.397, C9 1.389
5 C 4.282 -1.134 -0.921  C4 1.397, C6 1.374, H45 1.079
6 C 2.957 -1.487 -1.015  C5 1.374, C7 1.399, H44 1.079
7 C 1.991 -0.857 -0.222  C6 1.399, C8 1.393, N12 1.378
8 C 2.401 0.158 0.639  C7 1.393, C9 1.384, H11 1.080
9 C 3.734 0.522 0.727  C4 1.389, C8 1.384, H10 1.079
10 H 4.008 1.315 1.405  C9 1.079
11 H 1.676 0.688 1.238  C8 1.080
12 N 0.681 -1.236 -0.414  C7 1.378, C13 1.267
13 C -0.262 -1.226 0.431  N12 1.267, N14 1.364, S17 1.793
14 N -1.537 -1.564 0.087  C13 1.364, C15 1.383, C23 1.446
15 C -2.432 -1.642 1.139  N14 1.383, C16 1.341, C19 1.488
16 C -1.891 -1.306 2.320  C15 1.341, S17 1.743, H18 1.069
17 S -0.206 -0.881 2.190  C13 1.793, C16 1.743
18 H -2.366 -1.281 3.278  C16 1.069
19 C -3.846 -2.065 0.943  C15 1.488, H20 1.090, H21 1.089, H22 1.086
20 H -4.384 -1.319 0.359  C19 1.090
21 H -3.904 -3.032 0.445  C19 1.089
22 H -4.328 -2.146 1.913  C19 1.086
23 C -1.835 -1.912 -1.284  N14 1.446, H24 1.089, C25 1.531, H43 1.096
24 H -2.882 -2.208 -1.340  C23 1.089
25 C -1.569 -0.778 -2.278  C23 1.531, H26 1.089, H27 1.091, C28 1.529
26 H -0.522 -0.488 -2.202  C25 1.089
27 H -1.739 -1.173 -3.281  C25 1.091
28 C -2.473 0.440 -2.089  C25 1.529, N29 1.440, H41 1.098, H42 1.094
29 N -2.237 1.156 -0.862  C28 1.440, C30 1.348, C37 1.445
30 C -3.203 1.358 0.058  N29 1.348, O31 1.215, C32 1.517
31 O -4.307 0.854 0.028  C30 1.215
32 C -2.669 2.322 1.100  C30 1.517, H33 1.088, C34 1.528, H40 1.092
33 H -2.890 1.966 2.105  C32 1.088
34 C -1.174 2.417 0.801  C32 1.528, H35 1.088, H36 1.090, C37 1.533
35 H -0.778 3.420 0.945  C34 1.088
36 H -0.623 1.736 1.450  C34 1.090
37 C -1.054 1.960 -0.657  N29 1.445, C34 1.533, H38 1.092, H39 1.099
38 H -0.150 1.375 -0.836  C37 1.092
39 H -1.056 2.812 -1.351  C37 1.099
40 H -3.179 3.278 0.963  C32 1.092
41 H -2.325 1.125 -2.934  C28 1.098
42 H -3.524 0.134 -2.067  C28 1.094
43 H -1.202 -2.762 -1.565  C23 1.096
44 H 2.642 -2.265 -1.693  C6 1.079
45 H 5.032 -1.624 -1.521  C5 1.079
46 H 7.577 1.175 0.701  C1 1.089
47 H 6.072 2.121 0.608  C1 1.095

=====

[4]
The following is a DFT calculation (the ωB97M-V functional and the def2-TZVPD basis) of the molecule C18H23N3O3.

The SMILES is CCCCOCCCn1cnc2c([nH]c3cc(OC)ccc32)c1=O. The LUMO energy comes out at 0.0238 Eh.

Last columns: bonded neighbours and bond lengths (Å).
CARTESIAN COORDINATES (ANGSTROEM)
1 C 4.557 4.111 -4.509  C2 1.524, H45 1.088, H46 1.088, H47 1.088
2 C 4.270 2.777 -3.831  C1 1.524, C3 1.526, H43 1.093, H44 1.092
3 C 3.307 1.925 -4.651  C2 1.526, C4 1.524, H41 1.092, H42 1.091
4 C 3.008 0.595 -3.969  C3 1.524, O5 1.419, H39 1.098, H40 1.101
5 O 2.076 -0.114 -4.770  C4 1.419, C6 1.402
6 C 1.884 -1.455 -4.409  O5 1.402, C7 1.534, H37 1.102, H38 1.094
7 C 1.232 -1.649 -3.034  C6 1.534, H8 1.091, H9 1.092, C10 1.529
8 H 1.921 -1.322 -2.253  C7 1.091
9 H 1.022 -2.709 -2.884  C7 1.092
10 C -0.053 -0.827 -2.926  C7 1.529, N11 1.450, H35 1.091, H36 1.093
11 N -0.568 -0.830 -1.571  C10 1.450, C12 1.360, C32 1.404
12 C -1.560 -1.686 -1.209  N11 1.360, N13 1.285, H34 1.082
13 N -2.080 -1.804 -0.040  C12 1.285, C14 1.358
14 C -1.568 -0.980 0.910  N13 1.358, C15 1.396, C22 1.426
15 C -0.545 -0.069 0.637  C14 1.396, N16 1.369, C32 1.430
16 N -0.229 0.622 1.777  C15 1.369, C17 1.366, H31 1.006
17 C -1.032 0.181 2.790  N16 1.366, C18 1.385, C22 1.420
18 C -1.082 0.582 4.115  C17 1.385, C19 1.390, H30 1.078
19 C -2.003 -0.035 4.952  C18 1.390, C20 1.405, O25 1.362
20 C -2.856 -1.039 4.464  C19 1.405, C21 1.377, H24 1.078
21 C -2.806 -1.437 3.147  C20 1.377, C22 1.391, H23 1.078
22 C -1.892 -0.832 2.290  C14 1.426, C17 1.420, C21 1.391
23 H -3.463 -2.207 2.775  C21 1.078
24 H -3.566 -1.511 5.124  C20 1.078
25 O -2.001 0.405 6.242  C19 1.362, C26 1.407
26 C -2.901 -0.166 7.160  O25 1.407, H27 1.089, H28 1.095, H29 1.095
27 H -2.714 0.341 8.106  C26 1.089
28 H -3.941 0.001 6.862  C26 1.095
29 H -2.725 -1.239 7.285  C26 1.095
30 H -0.436 1.350 4.509  C18 1.078
31 H 0.475 1.338 1.832  N16 1.006
32 C 0.042 0.047 -0.661  N11 1.404, C15 1.430, O33 1.222
33 O 0.954 0.787 -0.999  C32 1.222
34 H -1.943 -2.323 -1.996  C12 1.082
35 H -0.817 -1.214 -3.602  C10 1.091
36 H 0.174 0.209 -3.195  C10 1.093
37 H 2.843 -1.999 -4.427  C6 1.102
38 H 1.235 -1.864 -5.188  C6 1.094
39 H 2.600 0.780 -2.967  C4 1.098
40 H 3.931 0.004 -3.865  C4 1.101
41 H 3.727 1.729 -5.640  C3 1.092
42 H 2.365 2.458 -4.791  C3 1.091
43 H 5.206 2.232 -3.690  C2 1.093
44 H 3.837 2.954 -2.844  C2 1.092
45 H 5.003 3.953 -5.489  C1 1.088
46 H 3.638 4.677 -4.639  C1 1.088
47 H 5.244 4.705 -3.910  C1 1.088

=====

no.,frontier orbital gap (eV)
1,6.43
2,9.38
3,7.75
4,8.44